No. 1
{
  "formula": "C21H29ClN2O7P2S2",
  "method": "the ωB97M-V functional and the def2-TZVPD basis",
  "gap_ha": 0.2727,
  "charge": 0,
  "species": ["C", "C", "C", "Cl", "C", "C", "C", "C", "O", "C", "C", "C", "C", "C", "C", "C", "C", "C", "N", "S", "N", "C", "C", "P", "O", "O", "S", "H", "H", "H", "H", "H", "H", "H", "H", "H", "H", "H", "H", "H", "H", "H", "H", "H", "H", "H", "H", "C", "O", "P", "O", "O", "C", "O", "C", "H", "H", "H", "H", "H", "H", "H", "H", "H"],
  "xyz": [[-1.9486, 5.4138, 1.9104], [-1.8437, 5.0824, 0.4143], [-2.9768, 4.1387, -0.0777], [-3.1960, 4.2508, -1.8510], [-2.7059, 2.7233, 0.4267], [-1.5500, 1.9942, -0.1038], [-0.6329, 2.5356, -1.1951], [-1.1234, 1.9723, -2.5835], [-0.9004, 2.9535, -3.5858], [-1.2559, 0.7511, 0.3918], [-0.0449, -0.0503, -0.0517], [1.2313, 0.3506, 0.6994], [2.2081, -0.6043, 0.9638], [3.3918, -0.2759, 1.6038], [3.6613, 1.0215, 2.0163], [2.6739, 1.9768, 1.7943], [1.4915, 1.6427, 1.1521], [-2.0806, 0.1272, 1.3706], [-1.9441, -1.0635, 1.9047], [-3.1898, -1.2792, 2.9235], [-3.9094, 0.1191, 2.7015], [-3.2481, 0.8648, 1.8348], [-3.5671, 2.1896, 1.3738], [-5.0418, 3.0600, 2.0232], [-4.5706, 4.3306, 2.8812], [-5.8703, 3.6087, 0.7363], [-6.2217, 1.9984, 3.0967], [-2.8035, 6.0602, 2.0957], [-1.0123, 5.8335, 2.2774], [-2.0877, 4.4840, 2.4645], [-1.8358, 6.0086, -0.1656], [-0.8601, 4.6310, 0.2864], [-3.8883, 4.5352, 0.3524], [0.3915, 2.1981, -1.0894], [-0.6899, 3.6095, -1.3134], [-0.6257, 1.0256, -2.8065], [-2.1906, 1.7716, -2.4636], [-1.7410, 3.0748, -4.0321], [0.1281, 0.1727, -1.1021], [-0.1909, -1.1124, 0.1310], [2.0754, -1.6432, 0.6747], [4.1536, -1.0259, 1.7866], [4.5892, 1.3023, 2.4964], [2.8676, 2.9947, 2.1146], [0.7831, 2.4496, 1.0087], [-5.1867, 5.0676, 2.7624], [-5.8322, 2.9491, 0.0308], [1.0054, -5.9840, -0.6826], [2.2727, -6.6368, -0.7588], [3.5885, -5.6486, -0.8354], [3.2302, -4.4948, 0.0169], [3.3631, -5.3620, -2.4393], [2.9865, -6.4271, -3.3226], [5.2230, -5.4083, -0.9848], [6.0278, -6.4675, -1.5394], [0.2535, -6.7334, -0.9282], [0.8212, -5.6240, 0.3270], [0.9455, -5.1632, -1.3969], [1.9240, -6.3480, -3.5541], [3.1840, -7.4088, -2.8954], [3.5561, -6.3231, -4.2454], [5.7979, -6.6062, -2.5985], [5.8700, -7.4027, -1.0019], [7.0710, -6.1806, -1.4399]],
  "atomic_forces_ev_per_a": [[-0.10, -0.65, -0.38], [0.37, 0.22, 0.17], [1.19, 0.47, 1.10], [-0.32, 0.02, 0.10], [-0.38, 0.08, -0.62], [0.13, -0.05, 0.64], [-1.08, -0.69, -1.21], [-0.23, 0.55, 0.99], [0.07, -0.51, -0.13], [0.77, -0.86, -0.20], [0.46, 0.97, 0.41], [0.10, 0.00, 0.35], [0.05, -0.41, -0.09], [0.70, 0.09, 0.23], [-0.76, 0.12, -0.25], [0.56, -0.07, 0.10], [-0.14, 0.41, 0.02], [-1.01, 1.91, -0.29], [0.23, -0.88, 0.26], [0.58, 0.67, -0.76], [-1.01, 0.14, 0.80], [0.53, -1.13, 0.28], [0.61, 0.39, -0.36], [-1.52, -1.72, 1.05], [0.23, 0.40, -1.25], [0.96, 0.53, 0.08], [0.04, -0.05, -0.08], [0.17, 0.12, 0.24], [-0.15, 0.33, -0.12], [-0.11, 0.12, 0.12], [-0.16, -0.11, -0.09], [-0.14, -0.08, -0.25], [-0.07, -0.12, -0.24], [0.08, 0.36, 0.39], [0.23, -0.03, 0.13], [0.07, 0.13, -0.23], [0.04, -0.10, -0.28], [0.09, 0.16, -0.16], [0.02, -0.52, -0.11], [-0.19, 0.03, -0.28], [-0.13, 0.09, -0.08], [-0.22, -0.17, -0.12], [0.01, -0.15, 0.01], [-0.23, 0.01, -0.06], [-0.14, -0.16, 0.01], [-0.01, 0.02, 0.20], [-0.16, 0.07, -0.08], [-0.39, 0.22, 0.28], [2.45, -1.94, 0.60], [-2.40, 5.71, -2.16], [0.30, -0.68, 0.19], [0.29, -0.71, 0.04], [-0.06, 0.26, -0.05], [-0.61, -3.04, 1.32], [0.05, 0.08, -0.24], [0.18, -0.11, -0.04], [0.10, 0.14, -0.05], [0.09, 0.04, 0.07], [-0.02, -0.09, 0.01], [-0.05, -0.03, -0.05], [0.02, 0.09, 0.03], [-0.02, 0.01, 0.03], [0.09, -0.01, -0.01], [-0.05, 0.10, 0.05]],
  "mulliken_charge": [-1.17, -0.53, -0.27, -0.17, 0.19, 0.38, -1.25, -1.10, -0.57, 0.28, -1.92, 0.75, -0.76, -0.75, -0.43, -0.89, 0.38, 0.89, -0.69, 0.10, -0.54, 1.09, -0.38, 0.62, -0.43, -0.54, -0.41, 0.27, 0.45, 0.22, 0.52, 0.18, 0.49, 0.71, 0.38, 0.36, 0.56, 0.34, 0.22, 0.65, 0.60, 0.42, 0.40, 0.38, 0.24, 0.34, 0.39, -0.63, -0.43, 1.05, -0.54, -0.34, -0.76, -0.29, -0.64, 0.25, 0.26, 0.32, 0.26, 0.37, 0.29, 0.27, 0.30, 0.24]
}

---

No. 2
{
  "formula": "C21H29CoN4O2",
  "method": "the ωB97M-V functional and the def2-TZVPD basis",
  "gap_ha": 0.2683,
  "charge": 2,
  "species": ["Co", "C", "C", "N", "C", "C", "C", "C", "C", "C", "C", "N", "C", "C", "N", "N", "H", "H", "H", "H", "H", "H", "H", "H", "H", "H", "H", "H", "H", "H", "H", "H", "H", "H", "C", "C", "C", "C", "C", "C", "C", "C", "C", "C", "O", "O", "H", "H", "H", "H", "H", "H", "H", "H", "H", "H", "H"],
  "xyz": [[0.1314, 0.1168, 0.6155], [-1.0592, -2.0014, -0.9254], [-1.9123, -0.7719, -1.0881], [-1.8019, 0.0032, 0.1759], [-2.2984, 1.3907, -0.0178], [-1.2013, 2.1655, -0.7145], [-1.3461, 3.3708, -1.3667], [-0.2018, 4.0045, -1.8413], [1.0471, 3.4342, -1.6376], [1.1173, 2.2148, -0.9887], [2.3853, 1.4833, -0.6543], [2.0981, 0.3081, 0.2327], [2.5404, -0.9652, -0.4072], [1.4134, -1.4372, -1.3261], [0.2611, -1.5580, -0.4095], [0.0078, 1.5984, -0.5842], [-0.9610, -2.5951, -1.8339], [-1.4975, -2.6445, -0.1601], [-2.9534, -1.0067, -1.3146], [-1.5304, -0.1389, -1.8901], [-2.3276, -0.4416, 0.9258], [-2.4944, 1.8275, 0.9603], [-3.2266, 1.3908, -0.5920], [-2.3240, 3.8163, -1.4836], [-0.2825, 4.9568, -2.3476], [1.9496, 3.9306, -1.9660], [3.1065, 2.1445, -0.1746], [2.8496, 1.1264, -1.5754], [2.5851, 0.4208, 1.1175], [2.7001, -1.6977, 0.3854], [3.4865, -0.8297, -0.9295], [1.6604, -2.3886, -1.8001], [1.1759, -0.7124, -2.1067], [0.5446, -2.2243, 0.3074], [-0.3806, -0.4168, 8.6131], [-0.3054, -0.2903, 7.1254], [-0.4361, -1.4097, 6.3078], [-0.3257, -1.3295, 4.9310], [-0.4817, -2.5935, 4.1303], [-0.1158, -0.0559, 4.3510], [-0.0029, 1.1021, 5.1567], [0.2731, 2.4747, 4.6076], [-0.0849, 0.9487, 6.5293], [-0.0125, 0.0548, 2.9113], [0.5442, -0.8667, 2.1655], [-0.4508, 1.0495, 2.2114], [-0.9567, -1.2916, 8.9093], [-0.8317, 0.4664, 9.0627], [0.6233, -0.5238, 9.0293], [-0.6274, -2.3736, 6.7630], [-0.8137, -3.3988, 4.7820], [0.4575, -2.8980, 3.6710], [-1.2282, -2.4867, 3.3402], [-0.3885, 2.7450, 3.7905], [1.3041, 2.5460, 4.2510], [0.1563, 3.2135, 5.3974], [0.0139, 1.8247, 7.1584]],
  "atomic_forces_ev_per_a": [[-0.13, -0.33, -0.50], [0.03, -0.07, 0.08], [-0.04, -0.03, -0.04], [-0.07, 0.06, 0.20], [0.14, 0.03, -0.15], [-0.13, -0.11, 0.08], [0.01, -0.02, 0.01], [0.02, -0.04, 0.03], [-0.03, -0.02, -0.01], [0.11, 0.03, 0.00], [-0.04, -0.05, 0.01], [0.06, 0.24, 0.12], [-0.20, -0.04, -0.09], [0.19, -0.07, 0.17], [0.36, 0.05, -0.27], [-0.40, -0.05, 0.16], [-0.01, 0.10, -0.07], [0.02, -0.05, -0.04], [0.01, -0.03, 0.02], [-0.01, -0.01, -0.01], [-0.09, -0.01, -0.08], [0.04, 0.04, 0.01], [0.00, 0.02, 0.01], [0.00, 0.02, -0.01], [-0.01, 0.00, -0.01], [0.00, 0.01, -0.01], [-0.05, 0.04, 0.02], [0.05, 0.02, 0.02], [0.09, 0.00, -0.06], [-0.01, -0.02, -0.01], [-0.02, 0.00, -0.04], [0.00, 0.00, 0.00], [0.04, 0.02, 0.00], [-0.06, 0.10, 0.11], [-0.05, -0.02, 0.09], [0.01, 0.01, -0.10], [0.04, 0.03, -0.03], [0.05, 0.10, 0.05], [-0.06, -0.11, 0.02], [0.00, 0.01, -0.01], [-0.07, -0.11, 0.03], [0.00, 0.11, 0.04], [-0.04, -0.01, -0.04], [0.19, -0.06, -0.29], [-1.00, 0.38, 0.44], [0.97, -0.21, 0.21], [0.01, 0.00, 0.00], [0.02, 0.01, 0.00], [0.01, 0.01, 0.00], [0.00, -0.01, 0.00], [0.00, 0.00, 0.00], [-0.01, 0.00, 0.00], [0.03, 0.01, -0.03], [0.00, 0.00, 0.03], [-0.01, 0.00, -0.05], [0.03, 0.00, 0.00], [0.01, 0.01, 0.01]],
  "mulliken_charge": [-0.48, -0.91, -0.56, -0.10, -1.18, 0.86, -1.12, -0.36, -1.05, 0.69, -1.09, 0.08, -1.02, -0.59, 0.10, 0.85, 0.40, 0.42, 0.44, 0.37, 0.41, 0.44, 0.55, 0.55, 0.46, 0.55, 0.55, 0.36, 0.40, 0.39, 0.50, 0.52, 0.32, 0.43, -1.56, 0.38, -0.93, 0.61, -1.28, 0.80, 0.79, -1.41, -0.84, 0.63, -0.55, -0.49, 0.39, 0.40, 0.31, 0.39, 0.44, 0.22, 0.21, 0.20, 0.28, 0.42, 0.41]
}